Entry 1:
{"formula": "C17H23EuI2N2O", "method": "ωB97M-V with the def2-TZVPD basis set", "homo_ev": [1.0, 1.5], "s_squared": 12.05, "total_charge": -2, "total_energy_ev": -58555.217, "lumo_ev": [4.655, 4.656], "gap_ev": [3.70, 3.18], "spin_multiplicity": 7, "elements": ["C", "I", "H", "H", "H", "C", "C", "N", "H", "I", "N", "H", "Eu", "C", "O", "C", "C", "H", "H", "H", "C", "H", "H", "H", "C", "C", "C", "C", "C", "C", "C", "C", "C", "C", "H", "H", "H", "H", "H", "H", "H", "H", "H", "H", "H", "H"], "xyz": [[0.719276, 4.071152, -0.304892], [-3.137978, 2.346477, 1.056722], [-0.327035, 4.295924, 0.116606], [1.107638, 4.692945, -1.121186], [1.148210, 3.958210, 0.715133], [2.946115, 0.910476, -3.170726], [1.684213, 2.121679, -1.725194], [2.508561, 0.983466, -1.863241], [2.574199, 2.271624, -4.836063], [-0.553955, -0.413169, -3.333169], [1.558807, 2.609816, -2.993833], [3.558897, 0.133556, -3.577206], [-0.901796, 1.159539, -0.987767], [1.229922, 2.736412, -0.458447], [1.192412, 1.936937, 0.545295], [2.400069, 1.957710, -3.830077], [0.556188, 3.530088, -3.555250], [-0.336427, 2.886515, -3.727117], [1.050009, 3.848776, -4.503307], [0.391437, 4.320925, -2.803899], [2.742245, -0.238878, -1.076598], [3.817693, -0.513165, -1.248769], [2.150027, -1.065849, -1.560550], [2.482314, -0.085825, -0.003798], [-2.287478, -2.201848, -0.070455], [-1.009913, -1.947730, 0.727716], [0.136165, -2.826516, 0.345036], [-0.650855, -0.569974, 0.501842], [-1.387867, -2.053438, 2.235086], [-2.154654, -1.077484, 2.867982], [-2.573909, -1.239717, 4.214852], [-2.217674, -2.390979, 4.923566], [-1.416211, -3.388700, 4.301805], [-1.040095, -3.229050, 2.962369], [-2.063461, -2.027080, -1.120831], [-3.064723, -1.496734, 0.241299], [-2.656100, -3.222970, 0.072765], [0.382109, -2.659185, -0.688318], [1.018017, -2.622049, 0.932258], [-0.098637, -3.874337, 0.456075], [0.158672, -0.130971, 1.087172], [-2.412020, -0.167649, 2.324339], [-3.150458, -0.461680, 4.689564], [-2.540811, -2.543526, 5.947124], [-1.094995, -4.291112, 4.840518], [-0.436141, -4.032611, 2.455570]], "forces_ev_per_angstrom": [[-0.94, 0.93, 1.63], [-0.31, 0.27, -0.12], [0.57, -0.64, -1.57], [-0.07, 0.67, 1.07], [0.76, 2.28, 0.10], [-0.41, 1.41, -0.77], [-2.05, 1.48, 4.52], [1.02, -1.50, 0.53], [-0.12, 0.04, -0.42], [0.03, -1.01, -1.79], [-0.05, 2.48, -1.76], [0.24, -0.21, 0.20], [-0.17, 2.06, 1.40], [1.44, -4.46, -5.47], [-0.36, -0.84, 1.53], [1.10, -1.38, -0.48], [1.01, -1.46, 0.77], [0.00, 0.86, -0.20], [-0.96, 0.28, 0.64], [-0.28, -0.14, -1.00], [-0.43, 0.04, -0.33], [-0.71, 0.29, 0.55], [0.24, 0.49, 0.79], [0.20, -0.17, -0.96], [-0.06, -0.57, -0.06], [-1.17, 0.33, 2.05], [0.11, -0.72, -0.16], [0.68, 1.26, -0.55], [0.21, -1.85, 0.00], [-0.17, -0.05, 0.92], [0.77, -0.68, -0.96], [0.63, -0.54, -0.61], [-0.42, 0.63, -0.23], [0.24, 0.09, -0.07], [-0.08, -0.07, -0.16], [0.13, -0.08, -0.02], [-0.13, -0.13, -0.08], [0.09, 0.16, -0.57], [0.30, 0.20, 0.31], [-0.10, -0.69, -0.04], [0.29, -0.46, 0.60], [0.03, -0.20, 0.10], [-0.14, 0.10, 0.03], [0.01, 0.11, 0.04], [-0.27, 0.42, -0.11], [-0.72, 0.97, 0.68]], "lowdin_charge": [-0.111, -0.448, 0.069, 0.059, 0.089, -0.156, -0.296, -0.113, 0.084, -0.123, -0.166, 0.088, 0.842, -0.678, -0.242, -0.164, -0.039, 0.045, 0.085, 0.058, -0.071, 0.073, 0.046, 0.081, -0.080, -0.664, -0.087, -0.280, -0.156, -0.041, -0.085, -0.136, -0.124, -0.052, 0.009, 0.074, 0.073, 0.054, 0.084, 0.056, 0.009, -0.003, 0.086, 0.072, 0.080, 0.100]}

Entry 2:
{"formula": "C17H23F9NOPZr", "method": "ωB97M-V with the def2-TZVPD basis set", "homo_ev": -14.8, "total_charge": 2, "total_energy_ev": -56548.103, "lumo_ev": -8.063, "gap_ev": 6.72, "elements": ["C", "C", "C", "C", "C", "C", "C", "C", "N", "Zr", "C", "P", "H", "H", "H", "H", "H", "H", "H", "H", "C", "C", "H", "C", "C", "H", "H", "H", "H", "H", "H", "H", "H", "H", "H", "H", "H", "H", "H", "F", "C", "F", "F", "C", "O", "C", "F", "F", "F", "C", "F", "F", "F"], "xyz": [[0.457214, 3.256197, -3.096035], [-0.822368, 2.799913, -2.787948], [-1.009336, 1.852350, -1.775531], [0.089521, 1.420067, -1.023849], [1.386214, 1.785324, -1.425922], [1.567202, 2.762298, -2.410451], [-2.368321, 1.278439, -1.486433], [-2.362270, -0.255499, -1.195915], [-2.738257, -0.988928, -2.422476], [-0.451921, -0.053829, 0.553439], [2.525354, 1.025192, -0.799304], [1.839493, -0.669346, -0.361194], [-1.701853, 3.154422, -3.328033], [2.580752, 3.094606, -2.648577], [0.590304, 3.997750, -3.882804], [2.892844, 1.494789, 0.130239], [3.379559, 0.875763, -1.474155], [-2.846660, 1.804749, -0.631785], [-3.023315, 1.452917, -2.351607], [-1.322909, -0.747498, -0.992504], [3.176753, -1.361304, 0.623234], [2.037043, -1.451919, -1.988483], [-3.074228, -0.467979, -0.383446], [-1.660621, -0.992948, -3.401578], [-3.257217, -2.319344, -2.150449], [0.815653, -1.103323, 2.592217], [-1.993350, -1.582446, -4.262990], [-1.437503, 0.028843, -3.724543], [-0.722761, -1.433080, -3.021172], [-3.486876, -2.793642, -3.115886], [-2.554998, -2.972866, -1.605005], [-4.177751, -2.243136, -1.567389], [3.096141, -1.427038, -2.271330], [1.689243, -2.486202, -1.885164], [1.431371, -0.940372, -2.745548], [4.135467, -1.183385, 0.114558], [3.202258, -0.908110, 1.625501], [3.001517, -2.440565, 0.715075], [0.094418, -1.626325, -0.180188], [1.491823, -1.876437, 3.955613], [1.351578, -0.650059, 4.587325], [1.377325, -0.866397, 5.912483], [2.459240, 0.057940, 4.232362], [0.074327, 0.027523, 4.020381], [0.258033, -0.272001, 2.549234], [-1.198036, -0.744166, 4.426190], [-1.452431, -0.715813, 5.760487], [-2.285528, -0.254782, 3.767805], [-1.051021, -2.042109, 4.040985], [0.013748, 1.555431, 4.170211], [-0.060549, 1.938652, 5.483356], [1.108753, 2.140990, 3.618501], [-1.063047, 2.066670, 3.518481]], "forces_ev_per_angstrom": [[-0.06, 0.23, 0.19], [-0.30, -0.33, 0.23], [0.09, 0.77, -0.21], [0.19, -1.32, 0.39], [0.22, 0.51, -0.10], [0.20, -0.52, 0.23], [-0.01, 0.21, 0.60], [-0.78, -0.30, -1.77], [0.30, 0.36, 1.32], [0.07, 0.99, -1.85], [0.01, -0.19, 0.65], [1.94, 2.44, -1.08], [0.33, -0.05, -0.03], [-0.38, -0.11, -0.10], [-0.02, -0.18, 0.18], [-0.04, -0.06, -0.34], [-0.17, 0.19, 0.17], [0.20, -0.16, -0.41], [0.03, -0.29, 0.35], [-0.81, 0.02, -0.59], [-0.18, -0.62, 0.55], [-0.63, -0.53, 0.24], [0.05, -0.35, -0.19], [-0.18, 0.16, -0.24], [-0.17, -0.30, -0.16], [-0.34, 0.40, -0.22], [0.16, 0.25, 0.14], [-0.05, -0.16, -0.05], [-0.13, -0.11, 0.10], [0.00, 0.10, 0.43], [0.05, 0.08, -0.11], [0.05, -0.03, -0.10], [-0.24, -0.01, 0.14], [0.16, 0.06, -0.33], [0.17, -0.06, 0.22], [-0.32, -0.07, 0.14], [0.11, -0.13, -0.29], [0.30, 0.13, 0.13], [-0.85, -0.34, 0.25], [-0.16, 0.92, 0.45], [2.43, -0.43, 1.61], [-0.53, 0.52, -1.91], [-1.38, -0.69, 0.40], [0.37, -0.85, -1.28], [0.44, -0.13, 2.45], [-1.87, -1.08, 1.31], [0.69, 0.24, -2.07], [1.14, -0.32, 0.38], [-0.17, 1.23, 0.33], [0.32, 2.70, 1.09], [0.10, -1.13, -2.08], [-1.14, -0.86, 0.48], [0.79, -0.83, 0.35]], "lowdin_charge": [-0.011, -0.010, -0.279, -0.220, -0.308, -0.005, -0.119, -0.262, -0.252, 1.436, -0.252, 0.761, 0.133, 0.132, 0.130, 0.108, 0.108, 0.135, 0.143, 0.010, -0.219, -0.209, 0.133, -0.054, -0.073, 0.116, 0.109, 0.094, 0.074, 0.105, 0.092, 0.096, 0.077, 0.063, 0.054, 0.082, 0.047, 0.069, -0.019, 0.136, -0.455, 0.231, 0.180, -0.068, -0.175, -0.478, 0.208, 0.164, 0.173, -0.473, 0.199, 0.175, 0.169]}

Entry 3:
{"formula": "C17H23FIN2O3", "method": "ωB97M-V with the def2-TZVPD basis set", "homo_ev": -11.3, "total_charge": 1, "total_energy_ev": -37936.485, "lumo_ev": -2.814, "gap_ev": 8.53, "elements": ["C", "C", "C", "C", "C", "C", "C", "I", "C", "C", "N", "C", "C", "N", "C", "C", "C", "H", "H", "H", "H", "H", "H", "H", "H", "H", "H", "H", "H", "H", "H", "H", "H", "H", "H", "H", "H", "C", "C", "O", "C", "O", "O", "F", "H", "H", "H"], "xyz": [[2.582357, 2.559768, -1.271074], [1.428195, 1.704222, -0.820743], [1.212312, 1.441160, 0.530170], [0.153294, 0.655489, 0.944258], [-0.724956, 0.098213, 0.019168], [-1.864403, -0.779278, 0.480076], [-1.593161, -2.282255, 0.454978], [0.048702, -2.814914, 1.749049], [-1.351272, -2.863888, -0.965193], [-2.292627, -4.077156, -1.075228], [-2.575344, -4.408557, 0.362218], [-3.562989, -5.503388, 0.644247], [-2.834417, -6.780397, 1.009359], [-2.774857, -7.298235, 2.155050], [-2.806876, -3.065840, 0.957799], [-0.531866, 0.382931, -1.326513], [0.530083, 1.168529, -1.738810], [2.397028, 3.620243, -1.100925], [2.775411, 2.402748, -2.334075], [3.491295, 2.272097, -0.735806], [1.884125, 1.865585, 1.269459], [0.003837, 0.482238, 2.005445], [-2.736718, -0.603442, -0.164153], [-2.145228, -0.488079, 1.496586], [-0.313204, -3.106057, -1.174711], [-1.669214, -2.117374, -1.694606], [-3.238529, -3.789895, -1.538272], [-1.868188, -4.945479, -1.576564], [-1.662558, -4.716470, 0.727466], [-4.163769, -5.652900, -0.255244], [-4.200129, -5.185309, 1.471710], [-2.303797, -7.280939, 0.192414], [-3.305881, -6.778724, 2.857099], [-2.893453, -3.153318, 2.040779], [-3.738746, -2.666314, 0.543906], [-1.219102, 0.010594, -2.080650], [0.660061, 1.384493, -2.792819], [4.595136, 7.893541, 0.213190], [3.908436, 6.778640, 0.977939], [3.239431, 6.072282, -0.050189], [3.895928, 6.295743, -1.225947], [3.710916, 5.689052, -2.223490], [4.787812, 7.296376, -1.072120], [3.000031, 7.235748, 1.869063], [3.931280, 8.754030, 0.120528], [5.549050, 8.198042, 0.631601], [4.586565, 6.096445, 1.493572]], "forces_ev_per_angstrom": [[0.07, -0.36, -0.07], [0.03, 0.09, -0.01], [0.12, 0.08, -0.01], [-0.07, -0.05, 0.09], [-0.09, -0.08, 0.06], [0.11, 0.30, 0.08], [-0.15, 0.02, -0.09], [0.11, -0.07, 0.01], [-0.41, 0.23, -0.24], [0.25, 0.10, -0.06], [0.29, -0.37, -0.28], [-0.27, -0.01, 0.03], [0.13, -0.05, -0.05], [-0.03, 0.04, -0.09], [-0.05, 0.00, 0.31], [-0.06, -0.07, -0.11], [0.14, 0.11, -0.03], [0.01, -0.03, -0.02], [-0.03, 0.17, 0.07], [-0.06, 0.14, 0.02], [-0.04, -0.03, -0.05], [-0.01, -0.01, -0.06], [0.03, -0.05, 0.07], [-0.05, -0.06, -0.05], [-0.03, 0.00, 0.10], [0.16, -0.08, -0.02], [0.02, -0.22, 0.07], [-0.06, 0.04, 0.00], [-0.07, 0.07, 0.28], [-0.05, 0.11, 0.11], [0.03, 0.02, -0.12], [-0.03, 0.05, 0.07], [-0.01, 0.00, -0.01], [0.05, 0.09, -0.09], [0.07, -0.09, -0.03], [-0.03, 0.01, 0.08], [0.00, -0.02, 0.02], [-0.01, 0.04, 0.00], [0.01, -0.05, -0.09], [0.12, -0.16, 0.08], [-0.01, 0.17, 0.07], [-0.06, -0.08, -0.07], [0.03, 0.07, -0.01], [-0.07, 0.06, -0.05], [-0.02, 0.00, 0.05], [0.06, -0.07, -0.07], [-0.03, 0.03, 0.09]], "lowdin_charge": [-0.035, -0.256, -0.029, -0.078, -0.268, -0.184, -0.768, 1.049, -0.153, -0.074, -0.127, -0.076, -0.220, 0.145, -0.169, -0.045, -0.029, 0.071, 0.084, 0.088, 0.120, 0.101, 0.135, 0.126, 0.108, 0.111, 0.143, 0.144, 0.107, 0.137, 0.135, 0.120, 0.069, 0.128, 0.155, 0.109, 0.118, -0.043, -0.315, 0.117, -0.552, 0.182, 0.078, 0.079, 0.146, 0.141, 0.172]}